The following is a quantum chemistry calculation of a cluster of 3 separate species, C2H8FN2O2 in total, from the OMol25 dataset.

For the highest occupied orbital energy, the calculation gives -14.6 eV. The frontier orbital gap is 10.3 eV. As for the energy above the lowest of the compared OMol25 structures with the same formula, charge and spin: 0.000 eV. For the energy, the calculation gives -11990.900 eV.

ORCA input file:
```
! RIJCOSX wB97M-V def2-TZVPD def2/J DEFGRID3
* xyz 1 1
C -1.258 -1.794 1.530
C 2.043 0.982 -0.025
N 1.433 1.972 -0.683
N -0.994 -0.945 0.642
O 3.356 1.113 0.024
O 1.447 0.034 0.488
F -1.735 0.509 -1.755
H -0.011 -0.496 0.559
H -2.230 -2.270 1.608
H -0.499 -2.076 2.251
H 1.982 2.731 -1.051
H 0.431 1.998 -0.746
H -1.678 -0.661 -0.062
H -2.043 0.729 -2.610
H 3.774 0.405 0.536
*
```

=====

The following is a quantum chemistry calculation of a cluster of 2 separate species, C2H8N in total, from the OMol25 dataset.

For the highest occupied orbital energy, the calculation gives -16.7 eV. The frontier orbital gap is 6.8 eV. As for the energy above the lowest of the compared OMol25 structures with the same formula, charge and spin: 5.716 eV. For the energy, the calculation gives -3681.449 eV.

ORCA input file:
```
! RIJCOSX wB97M-V def2-TZVPD def2/J DEFGRID3
* xyz 1 1
C 2.048 -0.671 -0.027
N -0.851 0.461 -0.635
C -1.883 0.446 0.260
H 2.732 -0.564 -0.859
H 1.841 -1.724 0.194
H 1.004 -0.363 -0.242
H -0.629 1.393 -1.038
H 2.423 -0.151 0.848
H -1.661 -0.091 1.198
H -2.709 -0.157 -0.196
H -2.315 1.422 0.498
*
```

=====

The following is a quantum chemistry calculation of a structure of composition C2H8N2, from the OMol25 dataset.

For the highest occupied orbital energy (alpha / beta), the calculation gives -9.0 / -9.0 eV. The frontier orbital gap (alpha / beta) is 9.0 / 9.0 eV. As for the energy above the lowest of the compared OMol25 structures with the same formula, charge and spin: 3.865 eV. For the energy, the calculation gives -5179.873 eV.

ORCA input file:
```
! RIJCOSX wB97M-V def2-TZVPD def2/J DEFGRID3
* xyz 0 1
C -0.542 -0.456 0.053
C -1.471 0.628 -0.445
N 0.414 -0.878 -0.795
N 1.824 0.048 0.711
H 0.792 -1.782 -0.520
H 1.881 0.749 -0.031
H 0.487 0.098 0.925
H -1.028 -1.214 0.680
H 2.764 0.092 1.131
H -1.872 1.193 0.400
H -2.312 0.208 -1.004
H -0.939 1.315 -1.103
*
```

=====

The following is a quantum chemistry calculation of a cluster of 2 separate species, C2H8N2 in total, from the OMol25 dataset.

For the highest occupied orbital energy (alpha / beta), the calculation gives -10.0 / -10.0 eV. The frontier orbital gap (alpha / beta) is 9.8 / 9.9 eV. As for the energy above the lowest of the compared OMol25 structures with the same formula, charge and spin: 4.678 eV. For the energy, the calculation gives -5179.060 eV.

ORCA input file:
```
! RIJCOSX wB97M-V def2-TZVPD def2/J DEFGRID3
* xyz 0 1
C 1.643 -0.258 0.268
C -1.766 -0.102 -0.067
N 1.322 1.078 -0.093
N -1.142 1.205 -0.164
H 0.670 -0.838 0.393
H 2.244 -0.564 -0.536
H 2.364 -0.397 1.135
H -1.938 -0.539 -1.152
H -1.272 -1.001 0.358
H -2.804 -0.014 0.235
H 1.077 1.469 0.840
H -0.685 1.222 -1.024
*
```

=====

The following is a quantum chemistry calculation of a cluster of 2 separate species, C2H8N2 in total, from the OMol25 dataset.

For the highest occupied orbital energy, the calculation gives -9.3 eV. The frontier orbital gap is 10.5 eV. As for the energy above the lowest of the compared OMol25 structures with the same formula, charge and spin: 1.075 eV. For the energy, the calculation gives -5182.663 eV. The structure (SMILES) is C=NC.N.

ORCA input file:
```
! RIJCOSX wB97M-V def2-TZVPD def2/J DEFGRID3
* xyz 0 1
C 1.906 0.584 0.958
N 1.620 -0.253 0.059
C 2.047 -1.639 0.224
H 2.150 0.365 2.001
H 1.988 1.619 0.649
H 1.608 -2.220 -0.579
H 3.131 -1.678 0.203
H 1.733 -2.070 1.178
N -4.456 1.274 -1.017
H -5.178 1.853 -1.437
H -5.011 0.537 -0.587
H -3.931 0.814 -1.754
*
```

=====

The following is a quantum chemistry calculation of the ion C2H8N2 with charge +1, from the OMol25 dataset.

For the highest occupied orbital energy (alpha / beta), the calculation gives -16.1 / -14.9 eV. The frontier orbital gap (alpha / beta) is 12.9 / 5.7 eV. As for the energy above the lowest of the compared OMol25 structures with the same formula, charge and spin: 1.982 eV. For the energy, the calculation gives -5173.985 eV.

ORCA input file:
```
! RIJCOSX wB97M-V def2-TZVPD def2/J DEFGRID3
* xyz 1 2
C -0.323 0.124 -0.635
C 0.518 -0.027 0.685
N -0.237 -0.155 1.885
N 0.239 -0.124 -1.907
H -0.992 0.992 -0.476
H -1.226 -0.521 -0.554
H 1.108 0.892 0.757
H 1.030 -0.990 0.611
H -0.932 0.595 1.902
H -0.770 -1.022 1.896
H 1.161 -0.555 -1.843
H 0.425 0.792 -2.322
*
```

=====

The following is a quantum chemistry calculation of an isolated molecule of C2H8N2O, from the OMol25 dataset.

For the highest occupied orbital energy, the calculation gives -8.7 eV. The frontier orbital gap is 9.6 eV. As for the energy above the lowest of the compared OMol25 structures with the same formula, charge and spin: 2.387 eV. For the energy, the calculation gives -7229.941 eV. The structure (SMILES) is NCNCO.

ORCA input file:
```
! RIJCOSX wB97M-V def2-TZVPD def2/J DEFGRID3
* xyz 0 1
N 2.215 0.045 0.085
C 0.698 0.329 -0.324
N 0.013 -0.660 0.420
C -1.496 -0.457 -0.146
O -2.183 0.680 0.300
H 2.537 -0.877 -0.189
H 2.455 0.260 1.049
H 0.534 1.378 -0.046
H 0.648 0.135 -1.397
H -0.007 -0.409 1.406
H -2.010 -1.318 0.279
H -1.513 -0.557 -1.238
H -1.890 1.451 -0.198
*
```

=====

The following is a quantum chemistry calculation of a cluster of 2 separate species, C2H8N2O in total, from the OMol25 dataset.

For the highest occupied orbital energy, the calculation gives -8.7 eV. The frontier orbital gap is 9.6 eV. As for the energy above the lowest of the compared OMol25 structures with the same formula, charge and spin: 4.214 eV. For the energy, the calculation gives -7228.113 eV. The structure (SMILES) is [H]/N=C\NC.O.

ORCA input file:
```
! RIJCOSX wB97M-V def2-TZVPD def2/J DEFGRID3
* xyz 0 1
H -0.735 -0.375 2.301
N -0.432 -1.062 1.528
C -0.645 -0.615 0.367
N -0.448 0.722 -0.108
C -1.130 0.941 -1.334
H -1.581 -1.115 -0.213
H 0.423 1.112 0.339
H -1.428 0.030 -1.784
H -0.591 1.883 -1.723
H -2.225 1.117 -1.277
O 2.282 -0.189 -0.308
H 2.887 0.147 0.390
H 1.800 -0.860 0.292
*
```

=====

The following is a quantum chemistry calculation of a cluster of 2 separate species, C2H8N2O in total, from the OMol25 dataset.

For the highest occupied orbital energy, the calculation gives -8.2 eV. The frontier orbital gap is 8.7 eV. As for the energy above the lowest of the compared OMol25 structures with the same formula, charge and spin: 4.079 eV. For the energy, the calculation gives -7228.249 eV. The structure (SMILES) is C/N=C\N.O.

ORCA input file:
```
! RIJCOSX wB97M-V def2-TZVPD def2/J DEFGRID3
* xyz 0 1
C 0.642 1.750 0.637
N -0.066 0.614 -0.011
C 0.378 -0.534 0.467
N 0.273 -1.026 1.737
H 0.731 2.574 -0.137
H 1.629 1.361 0.958
H 0.123 2.153 1.468
H 1.023 -1.173 -0.281
H 0.562 -0.292 2.306
H 0.127 -2.074 1.652
O -1.281 -0.737 -2.477
H -0.924 -0.337 -1.632
H -0.587 -0.727 -3.227
*
```

=====

The following is a quantum chemistry calculation of a cluster of 2 separate species, C2H8N2O in total, from the OMol25 dataset.

For the highest occupied orbital energy, the calculation gives -7.7 eV. The frontier orbital gap is 8.7 eV. As for the energy above the lowest of the compared OMol25 structures with the same formula, charge and spin: 1.783 eV. For the energy, the calculation gives -7230.544 eV. The structure (SMILES) is N/C=C/N.O.

ORCA input file:
```
! RIJCOSX wB97M-V def2-TZVPD def2/J DEFGRID3
* xyz 0 1
N 2.323 -0.669 0.399
C 1.053 -0.406 -0.150
C 0.372 0.743 -0.243
N -0.707 0.966 -1.125
H 2.302 -1.521 0.947
H 2.686 0.113 0.930
H 0.639 -1.232 -0.742
H 0.611 1.551 0.438
H -1.130 0.163 -1.557
H -0.646 1.819 -1.655
O -2.882 -0.421 0.862
H -2.123 -0.170 0.320
H -2.496 -0.936 1.575
*
```

=====

The following is a quantum chemistry calculation of a cluster of 2 separate species, C2H8N2O in total, from the OMol25 dataset.

For the highest occupied orbital energy, the calculation gives -9.2 eV. The frontier orbital gap is 10.2 eV. As for the energy above the lowest of the compared OMol25 structures with the same formula, charge and spin: 3.411 eV. For the energy, the calculation gives -7228.916 eV. The structure (SMILES) is NC=O.CN.

ORCA input file:
```
! RIJCOSX wB97M-V def2-TZVPD def2/J DEFGRID3
* xyz 0 1
N -0.694 1.663 -1.109
C -0.749 1.081 0.123
O -1.689 1.186 0.878
H -1.545 2.072 -1.467
H 0.185 1.783 -1.586
H 0.463 0.992 0.668
C 0.331 -1.558 -0.051
N 1.344 -1.160 0.811
H 0.635 -1.542 -1.099
H -0.447 -0.505 -0.074
H -0.211 -2.462 0.218
H 1.165 -1.518 1.746
H 1.211 -0.032 0.942
*
```

=====

The following is a quantum chemistry calculation of a cluster of 2 separate species, C2H8N2O in total, from the OMol25 dataset.

For the highest occupied orbital energy (alpha / beta), the calculation gives -14.3 / -14.3 eV. The frontier orbital gap (alpha / beta) is 9.6 / 6.2 eV. As for the energy above the lowest of the compared OMol25 structures with the same formula, charge and spin: 2.759 eV. For the energy, the calculation gives -7221.088 eV.

ORCA input file:
```
! RIJCOSX wB97M-V def2-TZVPD def2/J DEFGRID3
* xyz 1 2
C 0.936 0.289 -0.447
C 0.775 1.509 -1.031
N 1.066 2.750 -0.295
N 0.086 -0.828 -0.786
H 1.856 0.143 0.324
H -0.072 1.584 -1.675
H 2.179 2.799 -0.257
H 1.136 3.562 -0.948
H 0.519 -1.684 -0.318
H -0.863 -0.550 -0.293
H -3.222 -3.570 2.004
H -2.114 -2.580 1.681
O -2.282 -3.424 2.040
*
```